[1]
Computed, not measured: a 2-piece molecular cluster, CHN3OS overall at a distorted geometry, with the ωB97M-V functional and the def2-TZVPD basis.

Geometry as XYZ:
```
7
CHN3OS the ωB97M-V functional and the def2-TZVPD basis
C -0.39017 1.55418 0.48558
N 0.47686 -1.49398 -0.76466
N 0.79609 -1.96859 -1.75509
N 0.01742 -0.74081 0.09020
O 0.20818 1.42261 1.46311
S -1.40841 1.83270 -0.60127
H 0.30002 -0.60611 1.08213
```

As for the net charge: 0. The calculation puts the LUMO energy at 0.5 eV. Its electronic energy is -676.3324 a.u. The calculation puts the HOMO-LUMO gap at 10.712 eV.



[2]
Computed, not measured: an isolated ion of composition C9H14NO2S and charge +1 at a distorted geometry, with the ωB97M-V functional and the def2-TZVPD basis.

Geometry as XYZ:
```
27
C9H14NO2S the ωB97M-V functional and the def2-TZVPD basis
C -1.87987 -0.22344 -1.50907
C -1.94063 -0.60548 0.86881
C -0.50591 -0.58007 -1.54803
C -0.65926 -1.13190 0.78999
C -2.58128 -0.15043 -0.29756
C -3.93101 0.47706 -0.23456
C 2.05924 0.62004 1.43386
C 2.56552 0.84189 -1.03742
C 2.60469 -0.12794 0.14152
N 0.00950 -1.02411 -0.32110
O 0.97444 1.52270 1.14281
O 1.67706 -2.62794 0.74274
S 1.73430 -1.70532 -0.34604
H -2.23465 -0.01331 -2.46035
H -2.44998 -0.75402 1.80959
H -0.03025 -0.53908 -2.54803
H -0.23604 -1.46232 1.72073
H -4.23751 0.22622 0.69257
H -3.97858 1.53329 -0.64663
H -4.36185 -0.21956 -0.97242
H 0.99366 2.23849 1.79314
H 2.09060 0.00848 2.32983
H 2.99428 1.17459 1.83594
H 1.58964 1.18714 -1.13601
H 2.75389 0.20250 -1.85943
H 3.28697 1.59567 -0.78607
H 3.69304 -0.46315 0.40118
```

As for the net charge: +1. The calculation puts the LUMO energy at -4.0 eV. Its electronic energy is -954.4228 a.u. The calculation puts the HOMO-LUMO gap at 9.469 eV.



[3]
Computed, not measured: C2H4N4O as an isolated structure, with the ωB97M-V functional and the def2-TZVPD basis.

Geometry as XYZ:
```
11
C2H4N4O the ωB97M-V functional and the def2-TZVPD basis
N 2.21082 0.28918 -0.06015
C 0.81047 0.07505 -0.02943
N 1.11916 -1.16632 -0.11427
N -1.15612 -1.29319 -0.05126
C -1.31767 -0.02467 0.03764
O -2.52175 0.57345 0.12306
N -0.23536 0.83685 0.05265
H 2.71692 0.45294 0.79769
H 2.66340 0.55487 -0.92238
H -2.02524 -1.81877 -0.04894
H -2.35525 1.52548 0.19064
```

As for the net charge: 0. The calculation puts the LUMO energy at 0.2 eV. Its electronic energy is -372.7755 a.u. The calculation puts the HOMO-LUMO gap at 9.460 eV.



[4]
Computed, not measured: one molecule with the formula C19H32NO3P at a distorted geometry, with the ωB97M-V functional and the def2-TZVPD basis.

Geometry as XYZ:
```
56
C19H32NO3P the ωB97M-V functional and the def2-TZVPD basis
C 2.95144 -3.32584 -2.66564
H 2.39640 -4.13302 -3.13736
C 2.91628 -2.08035 -3.54269
C 1.52009 -1.46117 -3.59752
H 0.76239 -2.25093 -3.57957
H 1.39958 -0.86243 -4.50640
O 1.31473 -0.57953 -2.50066
P 0.21600 -0.90477 -1.35198
O -0.22092 -2.30491 -1.37472
O -0.96249 0.16252 -1.61096
C -2.06591 -0.22334 -2.42514
C -3.12679 -0.98659 -1.63981
C -3.81900 -0.11652 -0.59935
H -4.32321 0.72211 -1.07584
H -3.09464 0.27350 0.11045
H -4.55791 -0.69827 -0.05395
H -3.85974 -1.37247 -2.35182
H -2.63915 -1.83091 -1.15317
H -1.71243 -0.83991 -3.25898
H -2.47535 0.71066 -2.82368
C 0.97539 -0.25841 0.21293
N -0.07448 -0.33734 1.20482
C -0.79869 0.68907 1.78613
C -1.12642 0.58675 3.14166
C -1.88992 1.55046 3.76791
C -2.35355 2.65930 3.07261
C -2.04906 2.74998 1.72063
C -1.29666 1.78507 1.07935
H -1.12807 1.86353 0.01869
H -2.42019 3.58990 1.14994
C -3.18989 3.70542 3.74669
H -2.96517 4.69408 3.35161
H -3.01665 3.70788 4.82045
H -4.24918 3.50886 3.57520
H -2.12310 1.44159 4.81796
H -0.77636 -0.26770 3.70650
H 0.04261 -1.12474 1.82683
C 2.07786 -1.25541 0.57292
C 2.83537 -0.83004 1.82813
C 3.44767 0.55282 1.62968
C 2.36015 1.56027 1.26980
C 1.60846 1.11494 0.01757
H 0.85653 1.85229 -0.24964
H 2.30101 1.03177 -0.82212
H 2.80449 2.54190 1.09437
H 1.65825 1.65766 2.10120
H 4.18425 0.51072 0.82378
H 3.96288 0.86688 2.53958
H 3.61593 -1.56101 2.04865
H 2.15634 -0.80090 2.68359
H 1.63453 -2.24657 0.70081
H 2.77290 -1.30670 -0.26835
H 3.60645 -1.32617 -3.15932
H 3.22697 -2.33587 -4.55734
H 2.49067 -3.12282 -1.70289
H 3.97509 -3.65621 -2.50516
```

As for the net charge: 0. The calculation puts the LUMO energy at 0.9 eV. Its electronic energy is -1365.1240 a.u. The calculation puts the HOMO-LUMO gap at 8.545 eV. The SMILES is CCCOP(=O)(OCCC)C1(Nc2ccc(C)cc2)CCCCC1.



[5]
Computed, not measured: C14H41AsF6O6 as an isolated structure at a distorted geometry, with the ωB97M-V functional and the def2-TZVPD basis.

Geometry as XYZ:
```
68
C14H41AsF6O6 the ωB97M-V functional and the def2-TZVPD basis
O 0.07214 -0.19572 0.35970
H 0.95399 0.04748 0.06848
H -0.60676 0.47095 0.48717
H 0.03921 -0.79046 1.11257
As 3.05253 -2.19047 2.76397
F 4.21280 -1.60457 1.49260
F 4.39515 -2.25039 3.97715
F 1.89182 -2.79028 4.03005
F 1.84878 -2.08475 1.48105
F 3.43452 -3.84581 2.12226
F 2.77992 -0.48941 3.09977
C -0.63972 0.33481 4.25325
C -1.21587 -1.00440 3.73373
O -0.38097 -1.38193 2.61247
H -0.70593 1.12549 3.50591
H 0.38932 0.25122 4.60283
H -1.10581 0.71926 5.16048
H -2.27917 -0.90728 3.51446
H -1.33111 -1.70549 4.56034
H -0.16935 -2.31822 2.59951
C 4.48273 1.14392 -1.25516
C 3.57631 1.50367 -0.12177
C 2.67091 2.64676 -0.47183
O 2.74298 0.40287 -0.07741
H 5.19486 0.34707 -1.04067
H 5.02158 2.06172 -1.49048
H 4.14041 0.87266 -2.25382
H 4.11287 1.70030 0.80643
H 3.16278 3.60823 -0.32439
H 1.80994 2.80334 0.17804
H 2.33242 2.43687 -1.48646
H 3.15128 -0.39133 0.27493
C -4.45913 -3.01280 0.63665
C -3.61223 -1.84354 0.13431
C -4.10754 -0.47107 0.55493
O -2.30209 -1.88990 0.66163
H -4.71164 -2.84493 1.68362
H -3.96424 -3.97909 0.73402
H -5.38270 -3.08678 0.06251
H -3.57550 -1.83789 -0.95504
H -3.65468 0.46197 0.21960
H -4.07493 -0.40133 1.64221
H -5.11672 -0.44302 0.14400
H -2.06558 -2.77570 0.94626
C -1.29222 4.19256 -0.47047
C -1.87692 2.71899 -0.35509
C -1.40839 1.85845 -1.64129
O -1.44149 1.99702 0.79731
H -1.62498 4.86919 0.31664
H -1.68781 4.61370 -1.39473
H -0.20415 4.17081 -0.40930
H -2.96565 2.75306 -0.31485
H -0.31861 1.84063 -1.65382
H -1.66264 2.28174 -2.61304
H -1.80722 0.84486 -1.68224
H -1.67209 2.49078 1.58764
C 0.90814 -1.24588 -5.07551
C 0.34363 -0.48993 -3.90205
C 0.40493 -1.40626 -2.75910
O 1.17673 0.52157 -3.42900
H 1.18425 -0.60603 -5.91364
H 0.15386 -1.89362 -5.52227
H 1.78291 -1.84298 -4.81795
H -0.65919 -0.14106 -4.14849
H -0.03227 -2.39951 -2.86112
H -0.25047 -1.02925 -1.97397
H 1.40783 -1.55137 -2.35757
H 1.53422 1.05050 -4.14596
```

As for the net charge: -1. The calculation puts the LUMO energy (alpha / beta) at 2.5 / 2.4 eV. Its electronic energy is -3844.4275 a.u. As for the expectation value of S²: 0.750. The calculation puts the HOMO-LUMO gap (alpha / beta) at 2.121 / 10.300 eV. Its multiplicity is 2.



[6]
Computed, not measured: an isolated ion of composition C4H9N2O and charge +1 at a distorted geometry, with the ωB97M-V functional and the def2-TZVPD basis.

Geometry as XYZ:
```
16
C4H9N2O the ωB97M-V functional and the def2-TZVPD basis
C -0.71267 -0.22453 -0.99458
C -0.83434 -1.33806 0.05565
C 0.37256 0.75196 -0.53550
C 0.15657 1.64423 0.65739
N 0.36369 -1.80186 0.51643
N 1.42708 -0.15111 -0.13782
O 2.61790 -0.12931 -0.10196
H -0.49542 -0.71195 -1.98054
H -1.74299 0.21460 -0.96625
H -1.67934 -1.01177 0.74953
H -1.08774 -2.19352 -0.55192
H 0.63791 1.21752 -1.45857
H 0.35189 1.09021 1.69618
H -0.97189 1.85616 0.86134
H 0.84894 2.59195 0.69538
H 0.74785 -1.80454 1.49523
```

As for the net charge: +1. The calculation puts the LUMO energy (alpha / beta) at -6.4 / -6.4 eV. Its electronic energy is -342.0788 a.u. The calculation puts the HOMO-LUMO gap (alpha / beta) at 8.629 / 8.627 eV.



[7]
Computed, not measured: one molecule with the formula C2H4N4 at a distorted geometry, with the ωB97M-V functional and the def2-TZVPD basis.

Geometry as XYZ:
```
10
C2H4N4 the ωB97M-V functional and the def2-TZVPD basis
N -0.25764 -0.86165 0.64644
C 0.17508 0.34937 0.19789
N 1.44120 0.77212 0.11718
C -1.18123 -0.70062 -0.53381
N -0.92873 1.27069 0.18957
N -1.81923 0.50044 -0.39283
H 0.40457 -1.62918 0.57293
H 1.57639 1.75395 -0.08786
H 2.22071 0.14051 0.22770
H -1.63112 -1.59563 -0.93720
```

As for the net charge: 0. The calculation puts the LUMO energy (alpha / beta) at 0.1 / 0.1 eV. Its electronic energy is -297.4822 a.u. The calculation puts the HOMO-LUMO gap (alpha / beta) at 7.345 / 7.342 eV. The SMILES is N[C@@]12N=N[C@@H]1N2.



[8]
Computed, not measured: C14H28AuN2O4S2 as an isolated structure, with the ωB97M-V functional and the def2-TZVPD basis.

Geometry as XYZ:
```
51
C14H28AuN2O4S2 the ωB97M-V functional and the def2-TZVPD basis
Au 0.83598 0.28229 1.37052
C -2.36561 3.45090 2.95851
N -2.39421 3.16025 1.52592
C -3.41705 3.85474 0.74980
C -1.61588 2.22392 1.00599
O -0.81125 1.59547 1.72834
C -1.73526 1.94720 -0.48112
O -0.85022 0.92046 -0.79299
C -0.77470 0.62526 -2.16748
C 0.40864 -0.32252 -2.35667
O 1.13846 -0.57755 -1.41368
N 0.56756 -0.83554 -3.59340
C 1.63122 -1.79665 -3.84299
C -0.33517 -0.56732 -4.70028
H -2.18743 4.51567 3.10169
H -1.57530 2.88173 3.43253
H -3.32459 3.18551 3.40406
H -3.60107 4.81767 1.21943
H -4.35122 3.29078 0.73488
H -3.08922 4.04166 -0.26887
H -1.49626 2.86399 -1.03615
H -2.77362 1.67576 -0.71439
H -0.62031 1.54026 -2.75225
H -1.70324 0.15447 -2.51022
H 2.18316 -1.96013 -2.92379
H 2.30696 -1.41566 -4.60973
H 1.20659 -2.74180 -4.18589
H -0.75613 0.43351 -4.64302
H -1.14811 -1.29656 -4.74775
H 0.22954 -0.62637 -5.62900
C 0.93650 -3.23329 0.56032
C -0.39462 -2.49498 0.55203
C -1.54972 -3.44054 0.90397
C -0.45252 -1.33682 1.52346
H 0.85975 -4.16920 0.00488
H 1.24289 -3.47994 1.58102
H 1.71681 -2.63541 0.09009
H -0.56437 -2.10848 -0.45331
H -1.42637 -3.84830 1.90981
H -1.57855 -4.27861 0.20622
H -2.51498 -2.93295 0.86268
H -0.30105 -1.65859 2.55610
H -1.40084 -0.80618 1.43266
C 5.46489 -0.26324 2.91673
O 4.63110 0.89586 2.69342
C 3.44001 0.74421 2.19404
S 2.82736 -0.79061 1.72086
S 2.46240 2.09105 1.95443
H 6.31352 0.10253 3.48262
H 5.78866 -0.66651 1.95896
H 4.91687 -1.01139 3.48703
```

As for the net charge: +1. The calculation puts the LUMO energy at -3.3 eV. Its electronic energy is -1892.5519 a.u. The calculation puts the HOMO-LUMO gap at 8.113 eV.